No. 1
The following is a quantum chemistry calculation of C49H53BrN4O5OsPSSeTe as an isolated structure, from OMol25.

Each line ends with the Löwdin charge.
Atoms and positions in Å:
Os (-0.7714, -0.0625, 0.2844)  0.979
O (-4.3000, -1.7883, 0.2622)  -0.217
S (-3.0736, -1.3882, 0.8925)  0.565
O (-1.7419, -1.8698, 0.2928)  -0.535
O (-2.8940, 0.0824, 0.7885)  -0.417
C (-2.9517, -1.9772, 2.5669)  -0.240
C (-3.8743, -2.9771, 2.9586)  0.014
C (-3.7572, -3.3692, 4.2979)  -0.004
C (-2.6774, -2.9065, 5.0371)  -0.036
C (-1.7789, -1.9760, 4.5970)  -0.060
C (-1.8576, -1.4569, 3.3194)  -0.289
P (-0.8126, -0.1538, 2.6123)  0.984
C (0.6151, -0.3599, 3.6442)  -0.396
C (1.2731, -1.5691, 3.4235)  -0.111
C (2.4334, -1.8778, 4.1399)  -0.048
C (2.8518, -1.0422, 5.1940)  -0.033
C (1.9979, -0.0138, 5.5903)  -0.044
C (0.9579, 0.3833, 4.7525)  -0.078
C (-1.5369, 1.5495, 3.0424)  -0.294
C (-2.0208, 1.8649, 4.3228)  -0.109
C (-2.3905, 3.1497, 4.6597)  -0.053
C (-2.4311, 4.2088, 3.6975)  -0.031
C (-1.9848, 3.8672, 2.4312)  -0.092
C (-1.5700, 2.5965, 2.0968)  -0.134
H (-4.6210, -3.2904, 2.2897)  0.107
H (-4.3673, -4.1125, 4.7407)  0.117
H (-2.5200, -3.3466, 6.0365)  0.139
H (-0.9762, -1.6267, 5.2521)  0.127
H (1.0253, -2.2010, 2.6084)  0.098
H (2.9643, -2.7916, 3.9209)  0.113
H (3.7972, -1.2361, 5.6728)  0.115
H (2.0414, 0.5495, 6.5476)  0.134
H (0.4276, 1.3061, 5.0114)  0.112
H (-2.1962, 1.0482, 5.0288)  0.117
H (-2.7406, 3.3324, 5.7402)  0.146
H (-2.8085, 5.2078, 3.9742)  0.128
H (-1.8600, 4.7088, 1.6934)  0.130
H (-1.2554, 2.4282, 1.0593)  0.047
C (-2.8748, 3.3811, -2.5622)  -0.033
O (-2.3499, 2.0757, -2.9462)  -0.085
C (-3.3220, 1.1335, -3.0744)  -0.204
C (-4.5731, 1.3973, -3.5801)  -0.082
C (-5.5822, 0.4350, -3.6886)  -0.619
Br (-7.1847, 1.0645, -4.5705)  0.779
C (-5.3692, -0.8859, -3.2554)  -0.045
C (-4.0769, -1.2518, -2.8205)  -0.088
C (-2.9908, -0.2876, -2.7525)  -0.297
O (-1.7934, -0.5666, -2.3718)  -0.140
C (-3.7339, -2.6626, -2.6656)  -0.170
N (-2.6805, -3.1611, -1.9777)  0.205
C (-2.6612, -4.5559, -2.1255)  -0.167
C (-1.7237, -5.5161, -1.7795)  0.002
C (-2.0015, -6.8674, -2.1376)  -0.039
C (-3.1760, -7.1863, -2.8529)  -0.084
C (-4.0446, -6.2462, -3.2962)  -0.004
C (-3.7802, -4.9019, -2.9014)  -0.139
N (-4.4119, -3.6922, -3.2479)  0.202
H (-3.4355, 3.8927, -3.3531)  0.093
H (-1.9772, 4.0004, -2.3098)  0.099
H (-3.5033, 3.2808, -1.6852)  0.099
H (-4.8755, 2.3873, -4.0207)  0.116
H (-6.1481, -1.6313, -3.4884)  0.119
H (-2.1336, -2.6639, -1.2912)  0.094
H (-0.9347, -5.2707, -1.0499)  0.122
H (-1.2351, -7.5638, -1.8476)  0.107
H (-3.3219, -8.2760, -3.0506)  0.137
H (-4.9458, -6.5259, -3.9224)  0.147
H (-5.2151, -3.5921, -3.9040)  0.196
C (-1.0810, -1.8002, -5.7484)  -0.333
Te (0.6706, -0.5057, -5.6407)  1.509
C (1.2627, -0.7385, -7.7484)  -0.339
H (-1.8178, -1.4203, -5.0279)  -0.007
H (-0.8378, -2.8241, -5.4856)  0.026
H (-1.4677, -1.7794, -6.7721)  0.032
H (2.3286, -0.4404, -7.9143)  0.039
H (0.6134, -0.0355, -8.3091)  0.032
H (1.0650, -1.7868, -8.0400)  0.032
C (6.7371, -2.8020, -0.4265)  -0.117
C (5.3681, -2.5228, -1.0478)  -0.250
C (4.7698, -1.0893, -0.7766)  -0.157
C (3.8080, -0.8939, 0.5118)  -0.107
N (3.4989, 0.5939, 0.7065)  0.011
C (2.4010, 1.2412, 0.2723)  -0.590
Se (1.1962, 0.4377, -0.9789)  0.697
N (2.3902, 2.5166, 0.6101)  0.017
C (1.4193, 3.5933, 0.2828)  -0.145
C (1.8061, 4.5524, -0.8143)  -0.194
C (2.0801, 5.9956, -0.3478)  -0.264
C (1.9863, 7.0963, -1.4251)  -0.084
C (3.5281, 2.6927, 1.4579)  -0.136
C (3.9090, 3.8258, 2.0459)  0.021
C (5.0745, 3.7371, 2.8720)  -0.027
C (5.7775, 2.5646, 2.9636)  -0.042
C (5.3262, 1.3752, 2.3298)  0.014
C (4.1892, 1.4416, 1.5996)  -0.137
H (6.9382, -3.9329, -0.4173)  0.104
H (6.8277, -2.4744, 0.6346)  0.071
H (7.5594, -2.3006, -0.9367)  0.073
H (4.6164, -3.2802, -0.8188)  0.100
H (5.5117, -2.5186, -2.1476)  0.108
H (4.1880, -0.7368, -1.6084)  0.071
H (5.5833, -0.3417, -0.5581)  0.123
H (4.2897, -1.3228, 1.4193)  0.127
H (2.8995, -1.4538, 0.3104)  0.072
H (1.3401, 4.2689, 1.1678)  0.129
H (0.4727, 3.0625, 0.0427)  0.075
H (0.8473, 4.6558, -1.3948)  0.125
H (2.6078, 4.1419, -1.4524)  0.130
H (3.0428, 6.0944, 0.1983)  0.108
H (1.2953, 6.0683, 0.4070)  0.096
H (2.3773, 6.6117, -2.3581)  0.088
H (2.6566, 7.9199, -1.1892)  0.074
H (0.9766, 7.4820, -1.6059)  0.079
H (3.3344, 4.7395, 1.9855)  0.112
H (5.4660, 4.6574, 3.2655)  0.117
H (6.6385, 2.5061, 3.6058)  0.117
H (5.9704, 0.4954, 2.3501)  0.126

## Properties
HOMO-LUMO gap (alpha / beta)   5.98 / 2.86 eV
LUMO level (alpha / beta)   -7.9 / -10.3 eV
Charge   +3
<S²>   6.06
HOMO energy (alpha / beta)   -13.842 / -13.155 eV
F_max   3.10 eV Å⁻¹
Multiplicity   5

***

No. 2
The following is a quantum chemistry calculation of a 2-piece molecular cluster, C3HCl2NS2 overall, from OMol25.

Each line ends with the Löwdin charge.
Atoms and positions in Å:
C (-1.9291, 0.2043, 0.1106)  -0.715
C (-1.6839, -0.6151, -0.7522)  -0.626
C (1.4397, 0.6571, 0.2034)  -1.012
N (1.1952, 0.0405, 1.2596)  0.057
S (1.6461, 1.4880, -1.0428)  0.769
S (-0.9121, -1.2738, -2.0638)  0.525
Cl (-2.4233, 1.1911, 1.2945)  0.746
Cl (0.9207, -1.8326, -1.1618)  0.147
H (1.7466, 0.1407, 2.1525)  0.109

## Properties
HOMO-LUMO gap   7.97 eV
LUMO level   -0.8 eV
SMILES   ClC#CSCl.N=C=S
HOMO energy   -8.815 eV
F_max   5.84 eV Å⁻¹
Multiplicity   1